# 1
{
  "formula": "C7H16NO",
  "method": "the ωB97M-V functional and the def2-TZVPD basis",
  "smiles": "C=C[N@H+](C)CCCOC",
  "orbital_gap_ha": 0.287,
  "e_above_lowest_kcal_mol": 177.4,
  "energy_ha": -405.79170,
  "total_charge": 1,
  "species": ["C", "C", "N", "C", "C", "C", "C", "O", "C", "H", "H", "H", "H", "H", "H", "H", "H", "H", "H", "H", "H", "H", "H", "H", "H"],
  "positions_angstrom": [[-1.429, 2.905, -0.188], [-0.691, 1.633, 0.058], [-1.512, 0.328, -0.012], [-2.564, 0.480, 1.107], [-0.652, -0.898, 0.319], [0.171, -1.501, -0.964], [1.592, -0.749, -1.294], [2.798, -1.504, -0.922], [3.315, -1.097, 0.403], [-1.261, 3.648, -1.077], [-2.230, 3.237, 0.631], [0.444, 1.677, 0.336], [-1.979, 0.204, -0.955], [-3.049, -0.538, 1.420], [-1.953, 0.942, 2.022], [-3.440, 1.214, 0.782], [0.049, -0.683, 1.258], [-1.400, -1.756, 0.675], [0.453, -2.626, -0.682], [-0.500, -1.602, -1.945], [1.687, 0.326, -0.840], [1.639, -0.609, -2.478], [2.726, -1.575, 1.310], [3.362, 0.075, 0.557], [4.424, -1.533, 0.478]],
  "atomic_forces_ev_per_a": [[0.4, -1.8, 1.3], [-0.8, 3.8, -1.9], [0.3, 0.6, 2.6], [-1.4, 0.6, 1.5], [0.5, -2.6, 0.3], [0.5, -0.7, 0.4], [0.2, 0.4, -1.4], [-1.4, 1.7, 1.5], [1.1, -0.5, 0.8], [1.0, -0.9, 2.6], [0.6, -1.4, -2.8], [-2.1, -0.9, -1.8], [0.9, 0.4, 1.3], [1.1, 1.9, -0.8], [-1.6, -1.2, -2.0], [2.1, -1.6, 0.6], [-1.6, -0.1, -2.3], [1.5, 2.0, -0.8], [-0.6, 2.5, -0.5], [1.3, 0.5, 2.2], [-0.4, -2.0, -0.7], [0.0, -0.4, 2.6], [0.9, 0.9, -1.9], [-0.2, -2.3, -0.6], [-2.5, 1.1, -0.3]],
  "mulliken_charge": [-0.6822, -0.0703, 0.0627, -0.7950, -0.5676, -0.5519, -0.2806, -0.3567, -0.5659, 0.2778, 0.2649, 0.3372, 0.4731, 0.3250, 0.3710, 0.3102, 0.3117, 0.3341, 0.3159, 0.3339, 0.1715, 0.2522, 0.2102, 0.2652, 0.2537]
}

# 2
{
  "formula": "C24H42N2O5S2",
  "method": "the ωB97M-V functional and the def2-TZVPD basis",
  "orbital_gap_ha": [0.337, 0.337],
  "spin_multiplicity": 3,
  "energy_ha": -2221.57698,
  "species": ["O", "S", "O", "S", "O", "C", "C", "C", "C", "C", "C", "H", "H", "H", "H", "H", "H", "C", "C", "C", "C", "C", "C", "N", "O", "C", "C", "C", "H", "H", "H", "H", "H", "H", "H", "H", "H", "H", "H", "H", "H", "H", "H", "H", "H", "H", "C", "C", "C", "C", "C", "C", "N", "O", "C", "C", "C", "H", "H", "H", "H", "H", "H", "H", "H", "H", "H", "H", "H", "H", "H", "H", "H", "H", "H"],
  "positions_angstrom": [[5.942, -1.251, 1.739], [5.281, -1.692, 0.542], [5.112, -0.325, -0.447], [6.555, 0.490, -0.602], [3.709, -1.965, 0.997], [2.762, -0.969, 0.692], [2.843, 0.250, 1.332], [1.946, 1.258, 1.033], [0.960, 1.016, 0.093], [0.878, -0.222, -0.505], [1.778, -1.239, -0.224], [6.412, 1.549, 0.224], [3.652, 0.375, 2.038], [2.056, 2.208, 1.533], [0.260, 1.797, -0.166], [0.088, -0.416, -1.219], [1.700, -2.204, -0.701], [-1.100, -5.628, -4.952], [-0.401, -4.753, -3.892], [-1.438, -3.819, -3.266], [-1.881, -2.712, -4.221], [-0.673, -1.932, -4.739], [0.413, -2.817, -5.354], [0.740, -3.987, -4.482], [1.499, -3.574, -3.514], [-0.017, -3.298, -6.755], [1.656, -1.967, -5.613], [0.109, -5.752, -2.859], [-1.805, -6.298, -4.459], [-1.688, -5.075, -5.678], [-0.378, -6.245, -5.489], [-1.028, -3.364, -2.359], [-2.307, -4.402, -2.952], [-2.451, -3.126, -5.056], [-2.559, -2.032, -3.702], [-0.998, -1.192, -5.473], [-0.247, -1.369, -3.901], [0.672, -4.055, -7.130], [-0.002, -2.464, -7.457], [-1.028, -3.695, -6.798], [2.018, -1.475, -4.711], [1.417, -1.184, -6.332], [2.465, -2.571, -6.026], [0.859, -6.413, -3.296], [-0.713, -6.370, -2.499], [0.553, -5.268, -1.990], [-1.248, 2.991, 6.413], [-0.469, 3.277, 5.112], [-0.160, 4.773, 5.047], [-1.402, 5.616, 4.762], [-2.098, 5.138, 3.488], [-2.409, 3.639, 3.484], [-1.231, 2.823, 3.909], [-0.407, 2.743, 2.910], [-3.621, 3.342, 4.390], [-2.877, 3.235, 2.087], [0.817, 2.471, 5.260], [-0.597, 3.170, 7.269], [-2.114, 3.626, 6.570], [-1.570, 1.949, 6.455], [0.586, 4.965, 4.269], [0.291, 5.091, 5.990], [-2.094, 5.583, 5.607], [-1.115, 6.663, 4.649], [-3.021, 5.701, 3.337], [-1.449, 5.373, 2.638], [-3.749, 2.267, 4.522], [-4.533, 3.726, 3.933], [-3.569, 3.808, 5.370], [-2.148, 3.483, 1.317], [-3.796, 3.767, 1.843], [-3.082, 2.165, 2.037], [0.604, 1.402, 5.294], [1.322, 2.741, 6.186], [1.519, 2.648, 4.446]],
  "atomic_forces_ev_per_a": [[0.1, 0.1, 0.1], [0.0, -0.6, 0.6], [-0.3, -0.1, 0.4], [0.4, 0.2, -0.6], [0.3, 0.8, -1.0], [0.1, -0.3, 0.3], [0.4, 0.1, 0.3], [0.3, -0.2, 0.1], [-0.1, 0.4, 0.1], [-0.4, -0.4, -0.4], [-0.2, 0.0, -0.1], [-0.4, -0.4, 0.2], [-0.1, 0.2, 0.1], [-0.2, 0.1, 0.0], [-0.1, 0.0, 0.0], [0.0, 0.0, 0.0], [0.1, -0.1, -0.1], [0.0, 0.0, -0.2], [-1.0, -1.4, -0.6], [0.0, 0.5, 0.0], [0.1, 0.0, 0.0], [-0.3, -0.1, 0.5], [-0.2, 0.2, -1.8], [-0.4, 1.6, 1.8], [0.5, -0.5, -0.2], [-0.3, -0.1, 0.0], [0.4, 0.0, 0.5], [0.5, 0.2, 0.3], [0.1, 0.0, 0.1], [0.1, 0.0, 0.0], [0.0, 0.0, 0.0], [0.1, 0.0, 0.0], [0.1, -0.1, 0.0], [0.0, 0.0, 0.0], [0.0, 0.0, 0.0], [0.1, 0.0, -0.1], [0.1, -0.1, 0.0], [0.0, 0.0, 0.0], [0.1, 0.1, 0.1], [0.0, -0.1, 0.0], [0.0, -0.1, 0.0], [-0.1, -0.1, 0.0], [0.0, 0.0, 0.0], [0.0, 0.0, 0.0], [-0.1, 0.1, -0.1], [0.1, 0.1, -0.1], [-0.2, 0.0, 0.0], [-0.2, -0.4, 1.8], [-0.1, 0.3, -0.4], [0.0, -0.1, 0.0], [0.5, 0.3, 0.1], [-1.8, -0.2, 0.4], [1.3, 1.7, -1.2], [-0.1, -0.7, 0.0], [0.0, 0.1, 0.3], [0.5, -0.2, -0.3], [0.3, -0.2, -0.5], [0.1, 0.0, -0.1], [0.0, 0.0, -0.1], [0.0, 0.0, -0.1], [0.0, -0.1, -0.1], [0.0, -0.2, 0.1], [0.0, 0.0, 0.0], [0.0, 0.0, 0.0], [-0.1, -0.1, 0.0], [0.0, -0.1, 0.0], [0.1, 0.0, 0.0], [0.1, 0.0, -0.1], [0.1, -0.1, 0.0], [0.1, -0.1, 0.1], [0.0, 0.0, 0.1], [0.0, 0.0, 0.0], [0.0, 0.0, 0.0], [-0.1, 0.1, 0.1], [-0.1, 0.0, -0.1]],
  "mulliken_charge": [-0.4712, 0.6787, -0.2168, -0.1179, -0.3976, 0.1701, -0.1358, -0.3221, -0.8786, -0.0937, -0.5292, 0.1371, 0.4961, 0.3441, 0.3961, 0.3702, 0.5596, -1.7467, 1.7131, -1.1791, -0.4853, -1.0646, 1.7452, 0.3375, -0.4932, -1.7782, -1.8275, -1.7466, 0.4561, 0.2880, 0.3678, 0.2369, 0.3935, 0.3378, 0.4079, 0.3980, 0.1410, 0.3846, 0.4636, 0.2832, 0.3509, 0.4314, 0.4501, 0.4580, 0.4153, 0.2780, -1.7656, 1.7328, -1.2751, -0.4651, -1.2912, 1.7934, 0.3642, -0.5235, -1.7237, -1.9075, -1.7828, 0.4634, 0.3041, 0.3736, 0.3366, 0.3807, 0.3149, 0.3858, 0.3705, 0.3686, 0.3846, 0.4683, 0.2875, 0.3327, 0.4473, 0.4531, 0.4556, 0.4332, 0.2777]
}

# 3
{
  "formula": "CaH2N7O22",
  "method": "the ωB97M-V functional and the def2-TZVPD basis",
  "orbital_gap_ha": [0.247, 0.129],
  "spin_multiplicity": 2,
  "energy_ha": -2716.42244,
  "total_charge": -4,
  "species": ["Ca", "N", "O", "O", "O", "N", "O", "O", "O", "N", "O", "O", "O", "N", "O", "O", "O", "N", "O", "O", "O", "N", "O", "O", "O", "N", "O", "O", "O", "O", "H", "H"],
  "positions_angstrom": [[-0.006, -0.014, 0.198], [-0.781, -0.260, -3.443], [-0.392, 0.309, -2.430], [-0.610, 0.330, -4.507], [-1.359, -1.295, -3.386], [2.442, 2.126, 0.237], [2.868, 3.066, -0.432], [2.289, 2.250, 1.437], [1.947, 1.180, -0.278], [1.147, -2.872, -1.558], [0.931, -1.796, -0.958], [1.243, -2.926, -2.758], [1.170, -3.881, -0.957], [-0.545, 3.465, -1.101], [0.482, 4.063, -1.480], [-0.565, 2.451, -0.441], [-1.542, 3.889, -1.575], [-1.395, -2.949, 1.304], [-1.045, -1.808, 1.386], [-2.503, -3.264, 0.995], [-0.596, -3.887, 1.494], [2.492, -1.672, 1.637], [2.168, -2.774, 2.014], [3.428, -1.478, 0.910], [1.911, -0.689, 2.014], [-1.160, 1.816, 2.981], [-0.902, 2.868, 3.482], [-0.339, 1.240, 2.326], [-2.275, 1.278, 3.112], [-2.457, 0.382, -0.169], [-3.102, -0.322, -0.111], [-2.946, 1.174, 0.054]],
  "atomic_forces_ev_per_a": [[-0.7, 0.3, -0.6], [0.8, 2.5, 0.6], [0.8, 0.7, 2.1], [0.3, 0.6, -2.7], [-2.1, -3.8, 0.0], [-0.9, 3.3, -0.8], [1.5, 0.0, 0.1], [0.8, 0.2, 2.9], [-0.4, -3.5, -2.4], [-1.1, 1.5, -0.5], [0.3, 1.3, 0.5], [0.7, 1.2, -3.3], [0.5, -4.3, 3.4], [2.8, 0.5, -2.1], [1.9, -0.2, 1.2], [0.7, -1.8, 2.2], [-5.9, 1.7, -1.2], [2.6, -4.1, 0.0], [1.0, 3.9, 0.4], [-4.9, -0.1, -1.1], [0.9, 0.0, 0.8], [0.4, -2.3, 0.1], [-0.1, -0.8, 0.4], [2.5, 0.1, -1.8], [-2.4, 3.0, 1.4], [-2.2, -1.7, -0.3], [0.5, 3.5, 2.0], [2.9, -1.9, -2.2], [-1.5, 0.0, 0.6], [-0.2, -0.1, -0.2], [0.1, -0.5, 0.2], [0.4, 0.5, 0.1]],
  "mulliken_charge": [2.2569, 0.9309, -0.4473, -0.7706, -0.6944, 1.0379, -0.6418, -0.5243, -0.4826, 0.6005, -0.4781, -0.7056, -0.6274, 0.9021, -0.7015, -0.4410, -0.7530, 0.8334, -0.5313, -0.7553, -0.6490, 1.2525, -0.5567, -0.5711, -0.4316, 0.8373, -0.7124, -0.4403, -0.7327, -0.4139, 0.2203, 0.1905]
}

Number 1 is which compound? C7H16NO